# 1
18
Properties=species:S:1:pos:R:3:lowdin_charge:R:1 method="wB97M-V/def2-TZVPD" total_charge=0 e_above_lowest_kcal_mol=37.22 e_tot_ha=-289.9124 orbital_gap_ev=9.34
C -1.479 -2.523 1.306 0.001
C -0.788 -1.785 0.446 -0.189
C -0.404 -0.398 0.664 -0.073
C 0.028 0.406 -0.315 -0.354
C 0.209 -0.002 -1.760 -0.050
N 0.243 1.795 -0.001 -0.085
C 1.663 2.171 0.052 -0.117
H -1.817 -3.491 0.953 0.051
H -1.730 -2.169 2.295 0.057
H -0.581 -2.198 -0.535 0.093
H -0.583 0.113 1.601 0.113
H 0.579 0.840 -2.344 0.072
H 0.886 -0.842 -1.895 0.078
H -0.767 -0.241 -2.194 0.086
H -0.217 2.337 -0.722 0.099
H 1.879 3.037 -0.575 0.074
H 2.316 1.339 -0.210 0.077
H 1.948 2.437 1.072 0.068



# 2
18
Properties=species:S:1:pos:R:3:lowdin_charge:R:1 method="wB97M-V/def2-TZVPD" total_charge=0 e_above_lowest_kcal_mol=127.24 e_tot_ha=-289.7689 orbital_gap_ev="8.49 / 6.92"
C -0.821 1.297 1.337 -0.068
C 0.141 0.535 0.419 -0.612
C -0.510 0.354 -1.027 -0.210
C 0.325 -0.504 -1.892 -0.077
N 1.421 0.943 0.354 0.122
H 1.636 1.578 1.123 0.044
H -0.584 1.372 -1.410 0.116
H -0.947 2.318 0.971 0.080
H -1.806 0.825 1.384 0.079
H -0.412 1.353 2.348 0.076
H -0.179 -1.055 -2.680 0.080
H 1.289 -0.088 -2.168 0.079
C 0.181 -1.127 0.978 -0.061
C 0.536 -2.042 0.171 0.027
H 0.666 -3.100 0.057 0.069
H -0.064 -1.134 2.026 0.097
H -1.514 -0.060 -0.915 0.113
H 0.642 -1.465 -1.077 0.046



# 3
18
Properties=species:S:1:pos:R:3:lowdin_charge:R:1 method="wB97M-V/def2-TZVPD" smiles="C=C/C(N)=C/CC" total_charge=0 e_above_lowest_kcal_mol=54.19 e_tot_ha=-289.8853 orbital_gap_ev=9.34
C 0.835 2.472 1.839 0.012
C 0.890 1.161 1.520 -0.152
C 0.132 0.379 0.509 -0.341
N -1.226 0.827 0.262 0.101
C 0.865 -0.485 -0.225 -0.079
C 0.261 -1.192 -1.482 -0.236
C -0.902 -2.115 -1.086 -0.123
H 1.009 2.620 2.894 0.052
H 0.425 3.200 1.160 0.048
H 1.281 0.522 2.314 0.099
H -1.625 0.222 -0.432 0.034
H -1.093 1.768 -0.099 0.086
H 1.944 -0.326 -0.262 0.106
H 1.098 -1.647 -2.007 0.090
H -0.154 -0.380 -2.120 0.105
H -1.024 -3.057 -1.636 0.069
H -1.843 -1.560 -1.126 0.053
H -0.872 -2.407 -0.023 0.079